(1)
C29H37N5O4S | ωB97M-V/def2-TZVPD

Geometry (Å):
C: 0.930 1.670 -4.712
H: -0.050 1.243 -4.911
H: 0.807 2.503 -4.024
H: 1.343 2.047 -5.643
C: 1.870 0.628 -4.111
N: 1.350 0.108 -2.859
C: 1.790 0.648 -1.707
C: 1.359 0.312 -0.462
C: 0.326 -0.687 -0.300
O: -0.159 -1.037 0.775
C: -0.111 -1.292 -1.568
C: -1.021 -2.349 -1.508
C: -1.406 -3.002 -2.650
C: -0.969 -2.560 -3.891
C: -0.094 -1.501 -3.980
C: 0.393 -0.880 -2.818
H: 0.222 -1.173 -4.956
H: -1.338 -3.060 -4.773
S: -2.338 -4.531 -2.532
O: -2.837 -4.863 -3.834
O: -3.252 -4.426 -1.437
N: -1.232 -5.707 -2.122
C: -0.587 -5.548 -0.842
C: 0.647 -4.688 -0.928
C: 1.118 -4.019 0.195
C: 2.217 -3.186 0.114
C: 2.856 -3.011 -1.103
C: 2.407 -3.692 -2.218
C: 1.311 -4.546 -2.144
C: 0.852 -5.256 -3.391
C: -0.346 -6.185 -3.153
H: 0.001 -7.177 -2.845
H: -0.944 -6.288 -4.058
H: 0.590 -4.501 -4.138
H: 1.683 -5.837 -3.800
H: 2.911 -3.568 -3.167
H: 3.704 -2.346 -1.179
H: 2.565 -2.661 0.990
H: 0.602 -4.139 1.136
H: -0.327 -6.546 -0.464
H: -1.324 -5.114 -0.164
H: -1.408 -2.639 -0.544
C: 2.017 1.033 0.676
O: 2.873 1.881 0.471
N: 1.610 0.648 1.894
C: 2.060 1.280 3.108
C: 0.936 2.059 3.794
H: 0.077 1.403 3.946
C: 0.493 3.253 2.950
N: -0.775 3.797 3.402
C: -1.387 4.651 2.402
C: -2.769 5.090 2.872
N: -2.654 5.830 4.114
C: -3.930 6.344 4.555
H: -3.786 6.921 5.468
H: -4.333 7.003 3.787
H: -4.666 5.548 4.756
C: -2.037 4.981 5.116
C: -0.657 4.539 4.643
H: -0.211 3.896 5.403
H: -0.019 5.432 4.515
H: -1.940 5.551 6.044
H: -2.651 4.084 5.315
H: -3.221 5.741 2.119
H: -3.406 4.196 2.994
H: -1.485 4.088 1.471
H: -0.774 5.549 2.208
H: 0.350 2.909 1.922
H: 1.289 4.018 2.938
H: 1.293 2.389 4.770
H: 2.443 0.511 3.788
H: 2.877 1.954 2.835
H: 0.846 -0.023 1.943
H: 2.556 1.410 -1.781
H: 2.035 -0.196 -4.807
H: 2.838 1.088 -3.904

Summary:
Kohn-Sham gap in eV: 8.34
SMILES: CCn1cc(C(=O)NCCCN2CCN(C)CC2)c(=O)c2cc(S(=O)(=O)N3CCc4ccccc4C3)ccc21

Atom charges from the natural (NBO) analysis, given in e for atoms 1 to 6: -0.62 0.22 0.22 0.22 -0.20 -0.38

(2)
C29H37NO5 | ωB97M-V/def2-TZVPD

Geometry (Å):
C: -4.393 -2.764 -0.155
C: -3.253 -2.093 -0.167
C: -2.939 -0.923 -1.058
C: -4.142 -0.366 -1.815
H: -3.835 0.499 -2.398
H: -4.531 -1.113 -2.501
H: -4.939 -0.068 -1.139
C: -2.240 0.175 -0.242
H: -1.952 0.965 -0.939
C: -3.129 0.787 0.861
N: -2.366 0.608 2.070
C: -1.115 0.143 1.931
O: -0.280 0.079 2.798
C: -0.959 -0.313 0.466
O: 0.216 0.376 0.014
C: 0.529 0.392 -1.282
O: -0.106 -0.174 -2.144
C: 1.733 1.186 -1.607
C: 2.673 1.676 -0.801
C: 2.784 1.644 0.694
O: 2.945 2.978 1.152
H: 3.772 3.327 0.797
H: 1.863 1.295 1.162
C: 3.982 0.790 1.167
H: 4.815 0.912 0.468
H: 4.283 1.235 2.119
C: 3.712 -0.701 1.411
H: 2.664 -0.835 1.675
H: 4.305 -0.997 2.279
C: 4.089 -1.637 0.254
H: 4.400 -2.600 0.664
H: 4.957 -1.220 -0.263
C: 2.971 -1.881 -0.767
C: 3.553 -2.156 -2.152
H: 4.187 -3.040 -2.132
H: 4.149 -1.310 -2.490
H: 2.757 -2.318 -2.876
H: 2.362 -0.979 -0.825
C: 2.046 -3.045 -0.366
C: 1.452 -2.876 0.997
C: 0.277 -2.355 1.319
C: -0.783 -1.847 0.386
H: -0.524 -2.100 -0.647
C: -2.123 -2.517 0.757
O: -1.993 -3.920 0.812
H: -1.748 -4.240 -0.064
H: -2.377 -2.233 1.787
H: 0.007 -2.302 2.364
H: 2.084 -3.217 1.807
H: 1.262 -3.125 -1.122
H: 2.624 -3.973 -0.385
H: 3.492 2.213 -1.272
H: 1.838 1.306 -2.678
H: -2.679 1.002 2.944
C: -3.441 2.281 0.619
C: -2.198 3.048 0.263
C: -1.250 3.364 1.228
C: -0.058 3.969 0.875
C: 0.200 4.275 -0.450
C: -0.747 3.990 -1.418
C: -1.936 3.379 -1.063
H: -2.672 3.159 -1.825
H: -0.558 4.234 -2.453
H: 1.136 4.736 -0.723
H: 0.683 4.183 1.629
H: -1.439 3.134 2.266
H: -3.897 2.690 1.524
H: -4.168 2.353 -0.192
H: -4.074 0.236 0.951
H: -2.213 -1.252 -1.812
H: -5.225 -2.523 -0.792
H: -4.520 -3.606 0.505

Summary:
Kohn-Sham gap in eV: 9.49
SMILES: C=C1[C@@H](C)[C@H]2[C@H](Cc3ccccc3)NC(=O)[C@]23OC(=O)/C=C\[C@H](O)CCC[C@@H](C)C/C=C\[C@H]3[C@@H]1O

Atom charges from the natural (NBO) analysis, given in e for atoms 1 to 6: -0.40 0.00 -0.28 -0.61 0.21 0.22

(3)
C29H38BeN4O2P2 | ωB97M-V/def2-TZVPD

Geometry (Å):
Be: 0.305 -2.204 0.436
C: -1.544 2.878 4.729
C: -2.551 2.633 3.878
C: -2.426 2.213 2.410
C: -1.347 1.136 2.268
C: 0.034 1.664 1.952
C: 0.675 2.805 2.277
C: 0.130 3.989 2.994
C: -0.296 3.667 4.481
C: 1.785 -2.791 2.461
H: -1.655 2.587 5.787
H: -3.616 2.893 4.132
H: -2.147 3.089 1.733
H: -3.412 1.847 2.012
H: -1.397 0.536 3.199
H: -1.683 0.429 1.509
H: 0.552 1.005 1.241
H: 1.743 2.844 2.013
H: -0.657 4.461 2.394
H: 0.937 4.755 3.012
H: 0.523 3.074 4.952
H: -0.327 4.631 5.068
H: 2.723 -2.397 2.849
H: 1.804 -2.856 1.317
H: 1.592 -3.859 2.821
P: 1.752 -1.286 -1.109
P: -1.722 -0.618 -1.027
N: 3.215 -0.194 -1.620
N: 2.591 -2.487 -2.182
N: -1.907 1.138 -1.702
N: -3.318 -1.100 -1.614
C: 0.727 -0.595 -2.445
C: -0.677 -1.241 -2.434
C: 4.303 0.005 -0.763
C: 5.204 0.866 -1.414
C: 4.623 1.274 -2.655
C: 3.390 0.601 -2.755
C: 2.672 -3.815 -1.767
C: 2.978 -4.585 -2.880
C: 3.099 -3.706 -4.012
C: 2.869 -2.424 -3.543
C: -1.232 2.095 -0.937
C: -1.153 3.298 -1.635
C: -1.794 3.083 -2.885
C: -2.146 1.734 -2.946
C: -4.192 -0.492 -2.545
C: -5.084 -1.462 -2.995
C: -4.782 -2.693 -2.326
C: -3.704 -2.453 -1.478
H: 1.098 -0.689 -3.478
H: 0.672 0.479 -2.229
H: -1.190 -1.097 -3.403
H: -0.611 -2.325 -2.239
H: 4.290 -0.395 0.238
H: 6.161 1.210 -1.016
H: 4.988 1.946 -3.406
H: 2.579 0.764 -3.463
H: 2.452 -4.054 -0.722
H: 3.093 -5.650 -2.907
H: 3.200 -3.974 -5.039
H: 2.835 -1.470 -4.087
H: -0.747 1.806 -0.031
H: -0.652 4.199 -1.305
H: -1.886 3.827 -3.671
H: -2.566 1.189 -3.793
H: -4.145 0.552 -2.730
H: -5.843 -1.296 -3.768
H: -5.315 -3.630 -2.450
H: -3.197 -3.087 -0.784
C: -0.241 -1.710 5.155
O: 0.506 -1.249 3.885
C: 0.586 -1.957 2.767
O: -0.323 -2.022 1.828
H: -1.204 -1.182 5.178
H: 0.362 -1.369 6.045
H: -0.358 -2.789 5.168

Summary:
Kohn-Sham gap (alpha / beta) in eV: 6.66 / 4.56

Atom charges from the Mulliken analysis, given in e for atoms 1 to 6: -0.09 -0.59 -0.46 -0.49 1.09 -0.33

(4)
C29H38Br2Ge2N3OPtS | ωB97M-V/def2-TZVPD

Geometry (Å):
Pt: 0.132 0.133 -0.584
C: -1.577 3.119 -1.937
C: -1.932 2.836 -0.511
C: -2.791 3.720 0.172
C: -3.103 3.499 1.480
C: -2.530 2.404 2.157
C: -2.747 2.112 3.526
Br: -3.914 3.179 4.561
C: -2.104 1.066 4.119
C: -1.215 0.269 3.380
Br: -0.314 -1.131 4.259
C: -0.973 0.494 2.040
O: -0.123 -0.240 1.357
C: -1.662 1.574 1.416
N: -1.405 1.779 0.083
H: -2.148 3.963 -2.319
H: -1.793 2.249 -2.549
H: -0.514 3.348 -2.025
H: -3.199 4.567 -0.361
H: -3.768 4.165 2.012
H: -2.260 0.845 5.165
C: 4.739 1.395 -1.492
C: 3.362 1.663 -0.880
Ge: 2.579 0.013 -0.141
C: 2.865 -0.052 1.790
C: 4.364 -0.095 2.094
C: 3.245 -1.587 -1.004
C: 2.442 -2.609 -1.304
Ge: 0.541 -2.344 -0.838
C: 0.020 -3.074 0.913
C: 0.041 -4.591 1.094
C: -0.789 -2.815 -2.226
C: -1.014 -4.277 -2.615
C: 2.929 -3.891 -1.866
C: 4.152 -3.981 -2.536
C: 4.602 -5.189 -3.036
C: 3.842 -6.343 -2.880
C: 2.625 -6.271 -2.223
C: 2.176 -5.054 -1.731
H: 5.204 2.324 -1.823
H: 4.663 0.736 -2.358
H: 5.423 0.925 -0.782
H: 2.701 2.112 -1.620
H: 3.429 2.365 -0.045
H: 2.346 -0.919 2.196
H: 2.400 0.830 2.235
H: 4.841 -0.976 1.661
H: 4.536 -0.131 3.171
H: 4.885 0.787 1.717
H: 4.323 -1.685 -1.129
H: -0.977 -2.676 1.113
H: 0.669 -2.601 1.649
H: -0.615 -5.112 0.396
H: -0.301 -4.844 2.099
H: 1.044 -5.003 0.986
H: -0.528 -2.243 -3.119
H: -1.725 -2.414 -1.815
H: -0.148 -4.688 -3.131
H: -1.868 -4.362 -3.290
H: -1.223 -4.911 -1.754
H: 4.755 -3.095 -2.690
H: 5.550 -5.233 -3.556
H: 4.198 -7.286 -3.272
H: 2.023 -7.161 -2.088
H: 1.230 -5.027 -1.208
S: 0.722 0.492 -2.798
C: -0.668 0.527 -3.793
N: -0.646 1.041 -5.020
C: -1.911 0.865 -5.733
C: -2.766 0.102 -4.696
N: -1.880 0.044 -3.531
H: 0.166 1.507 -5.387
H: -1.766 0.299 -6.651
H: -2.344 1.833 -5.980
H: -3.016 -0.905 -5.030
H: -3.686 0.631 -4.458
H: -2.033 -0.551 -2.734

Summary:
Kohn-Sham gap in eV: 6.89
Total charge: +1

Atom charges from the Mulliken analysis, given in e for atoms 1 to 6: 1.94 -0.86 0.95 -1.10 -0.83 0.68

(5)
C29H38CeCl2N3O3S | ωB97M-V/def2-TZVPD

Geometry (Å):
O: 1.018 1.033 -1.744
C: 1.226 1.605 -3.008
C: 1.311 3.139 -2.944
C: 0.981 3.827 -1.775
H: 0.718 3.271 -0.877
C: 0.919 5.224 -1.767
H: 0.612 5.731 -0.848
C: 1.233 5.949 -2.918
H: 1.182 7.045 -2.909
C: 1.611 5.273 -4.088
H: 1.856 5.839 -4.993
C: 1.660 3.875 -4.091
H: 1.940 3.328 -4.993
H: 2.182 1.243 -3.430
C: 0.263 -0.324 -4.429
C: 0.128 1.095 -3.961
H: -0.288 -0.468 -5.362
H: -0.146 -1.011 -3.674
H: 1.310 -0.572 -4.616
C: -0.978 1.825 -4.145
C: -2.232 1.374 -4.822
H: -1.036 2.836 -3.723
H: -2.445 1.991 -5.709
H: -3.088 1.486 -4.139
H: -2.210 0.321 -5.142
Ce: -0.390 0.040 -0.460
Cl: -1.699 2.219 0.171
Cl: -2.385 -0.769 -1.954
C: -2.718 -1.136 1.198
O: -1.472 -1.394 1.134
N: -3.624 -2.000 1.615
C: -3.271 -3.339 2.078
C: -5.026 -1.626 1.701
H: -3.107 -0.163 0.869
H: -2.247 -3.579 1.776
H: -3.977 -4.050 1.635
H: -3.362 -3.401 3.174
H: -5.168 -0.635 1.261
H: -5.348 -1.606 2.750
H: -5.631 -2.356 1.156
H: 1.789 -5.068 -1.552
H: 4.330 -4.211 -1.307
C: 1.772 -4.280 -2.317
C: 4.059 -3.364 -1.947
N: 2.617 -3.153 -1.923
H: 0.748 -3.938 -2.480
C: 2.093 -2.075 -1.349
O: 0.849 -1.934 -1.168
H: 4.550 -2.454 -1.594
H: 2.808 -1.284 -1.049
H: 2.169 -4.712 -3.239
H: 4.389 -3.583 -2.967
N: 1.237 0.149 1.241
S: 1.577 0.224 2.832
C: 0.472 1.479 3.500
C: -0.910 1.377 3.394
C: -1.731 2.407 3.858
C: -1.163 3.561 4.394
C: 0.230 3.685 4.481
C: 1.050 2.642 4.047
C: 1.175 -1.381 3.554
C: 2.249 -2.221 3.897
C: 2.001 -3.484 4.437
C: 0.686 -3.923 4.632
C: -0.380 -3.087 4.295
C: -0.128 -1.815 3.774
H: 2.097 0.270 0.694
H: -1.355 0.518 2.895
H: -2.814 2.304 3.772
H: -1.807 4.374 4.732
H: 0.674 4.602 4.874
H: 2.139 2.718 4.104
H: 3.272 -1.863 3.747
H: 2.836 -4.132 4.707
H: 0.490 -4.912 5.047
H: -1.408 -3.409 4.449
H: -0.962 -1.168 3.540

Summary:
Kohn-Sham gap (alpha / beta) in eV: 6.43 / 7.49
Multiplicity: 2
⟨S²⟩: 0.75

Atom charges from the Mulliken analysis, given in e for atoms 1 to 6: -0.50 0.52 -0.62 0.18 0.26 -0.81

(6)
C29H38N3PSb2Y | ωB97M-V/def2-TZVPD

Geometry (Å):
Y: -0.082 -1.469 0.290
N: 2.683 -3.423 -0.649
P: 2.558 -1.731 -0.547
C: 3.993 -1.039 -1.324
C: 5.264 -1.205 -0.758
C: 6.371 -0.718 -1.429
C: 6.214 -0.071 -2.651
C: 4.954 0.094 -3.212
C: 3.837 -0.392 -2.552
C: 2.595 -1.354 1.242
C: 3.207 -0.202 1.739
C: 3.080 0.135 3.082
C: 2.311 -0.640 3.941
C: 1.678 -1.780 3.464
C: 1.817 -2.140 2.122
C: 1.586 -4.252 -0.689
C: 1.725 -5.600 -1.034
C: 0.615 -6.406 -1.050
C: -0.637 -5.869 -0.721
C: -0.698 -4.548 -0.390
N: 0.389 -3.721 -0.359
H: 3.587 -3.845 -0.820
H: 5.389 -1.706 0.196
H: 7.357 -0.843 -1.004
H: 7.085 0.307 -3.170
H: 4.844 0.594 -4.164
H: 2.854 -0.276 -2.993
H: 3.819 0.410 1.089
H: 3.601 1.004 3.464
H: 2.229 -0.373 4.987
H: 1.120 -2.416 4.140
H: 1.466 -3.125 1.814
H: 2.703 -5.985 -1.290
H: 0.708 -7.450 -1.319
H: -1.531 -6.475 -0.725
H: -1.649 -4.103 -0.126
C: 1.815 2.201 -0.704
Sb: -0.022 1.668 0.234
C: 0.446 2.330 2.207
C: -1.174 3.357 -0.535
C: -2.367 3.836 0.221
C: -2.145 4.626 1.353
C: -3.192 5.159 2.085
C: -4.494 4.925 1.669
C: -4.725 4.184 0.521
C: -3.683 3.636 -0.224
C: -4.015 2.883 -1.484
Sb: -3.760 0.795 -1.094
C: -5.578 0.427 -0.019
C: -4.413 -0.149 -2.907
H: 1.983 3.269 -0.566
H: 1.760 1.991 -1.771
H: 2.657 1.657 -0.287
H: 1.434 2.783 2.214
H: 0.408 1.520 2.933
H: -0.299 3.071 2.491
H: -1.334 3.167 -1.594
H: -0.367 4.088 -0.445
H: -1.128 4.868 1.639
H: -2.992 5.777 2.949
H: -5.327 5.348 2.214
H: -5.743 4.053 0.172
H: -3.374 3.154 -2.324
H: -5.047 3.062 -1.778
H: -6.383 0.209 -0.718
H: -5.839 1.313 0.560
H: -5.482 -0.406 0.677
H: -5.486 -0.031 -3.043
H: -4.181 -1.214 -2.863
H: -3.902 0.274 -3.770
N: -2.473 -1.804 0.792
H: -2.719 -2.472 1.527
H: -3.064 -2.048 -0.004
H: -2.839 -0.893 1.080

Summary:
Kohn-Sham gap in eV: 5.57
Total charge: +3

Atom charges from the Mulliken analysis, given in e for atoms 1 to 6: 0.70 0.03 0.58 0.57 -0.21 -0.82